Below is an isolated molecule of C12H22Si2 in a non-equilibrium geometry, with properties calculated with the ωB97M-V functional and the def2-TZVPD basis.

Last column: natural (NBO) charge in e.
Cartesian coordinates (Å):
C  0.40  -4.08  -0.40  -1.065
Si  -0.92  -3.04  0.59  1.634
C  -2.60  -3.20  -0.14  -1.134
C  -0.90  -3.52  2.46  -1.102
C  -0.47  -1.31  0.35  -0.526
C  -0.13  -0.83  -0.96  -0.117
C  0.34  0.40  -1.19  -0.218
C  0.50  1.26  -0.12  -0.467
Si  0.84  3.04  -0.46  1.642
C  0.13  3.37  -2.20  -1.088
C  2.62  3.35  -0.73  -1.129
C  0.10  4.18  0.85  -1.125
C  0.32  0.86  1.18  -0.191
C  -0.20  -0.45  1.42  -0.188
H  0.83  -3.52  -1.26  0.237
H  -0.11  -4.95  -0.79  0.227
H  1.22  -4.33  0.22  0.232
H  -2.80  -4.30  -0.22  0.237
H  -2.58  -2.88  -1.19  0.240
H  -3.33  -2.51  0.31  0.252
H  -1.25  -2.90  3.27  0.244
H  -1.49  -4.50  2.59  0.237
H  0.15  -3.85  2.58  0.234
H  -0.19  -1.49  -1.82  0.194
H  0.66  0.70  -2.11  0.204
H  0.56  4.26  -2.63  0.231
H  -0.93  3.36  -2.20  0.228
H  0.53  2.56  -2.90  0.222
H  3.00  2.72  -1.55  0.241
H  3.07  3.15  0.22  0.230
H  2.82  4.41  -1.03  0.239
H  -0.97  3.82  0.94  0.241
H  0.03  5.31  0.74  0.258
H  0.65  3.90  1.78  0.230
H  0.46  1.64  1.91  0.204
H  -0.38  -0.65  2.49  0.213

Summary:
- energy relative to the best compared isomer or geometry (same formula, charge and spin) (kJ/mol) = 109.2
- calculated total energy (a.u.) = -1049.4444
- SMILES = C[Si](C)(C)c1ccc([Si](C)(C)C)cc1
- HOMO level (eV) = -9.0